Computed, not measured: a molecular structure, C36H57N6O10P2Sc in a non-equilibrium geometry, with the ωB97M-V functional and the def2-TZVPD basis.

Geometry as XYZ:
```
112
Properties=species:S:1:pos:R:3:mulliken_charge:R:1
H -0.62 0.05 5.50 0.238
O 1.78 -1.30 -1.18 1.354
N -1.76 -1.18 -1.83 0.158
C -4.46 -2.09 4.45 -1.491
H 2.03 -2.19 -3.04 0.364
C 0.07 6.53 2.19 -0.993
H -2.52 1.08 -5.30 0.327
H -4.96 -2.23 3.49 0.269
C 0.60 3.06 0.83 0.319
H 1.41 -4.08 4.61 0.187
O -2.36 -1.66 3.33 0.046
H 4.42 -2.16 3.51 0.329
C -4.40 1.72 -4.42 -1.330
H -2.57 -1.58 -1.38 -0.293
H -3.01 3.33 -5.78 0.230
H 3.02 0.05 4.50 0.379
H -2.34 5.41 1.84 0.432
H 2.66 -5.32 4.62 0.518
C 2.19 4.87 1.51 -0.353
H -2.67 -3.59 -0.41 0.144
O -3.09 -3.29 1.61 -0.312
C -0.92 0.80 -2.95 0.220
O 2.27 -2.93 2.23 -0.509
C -1.52 4.75 1.56 -0.845
H -2.95 -3.55 4.04 0.377
N 1.65 1.17 -0.02 2.257
C -1.79 3.51 1.10 -1.395
H 1.49 -5.30 3.30 0.310
H -5.48 -2.73 0.46 0.428
H -1.38 -1.88 -2.46 0.273
H 2.49 -3.20 -1.64 0.379
H -2.50 -1.22 -4.36 0.407
O -1.05 1.44 0.27 0.643
H -1.87 4.49 -5.25 0.241
H -1.64 4.96 -3.01 0.268
N 1.69 2.35 0.42 -0.996
H 3.03 4.23 1.25 0.312
H -2.79 0.61 -1.96 0.020
H -4.06 2.58 -2.50 0.276
C 2.95 -0.57 -1.13 0.624
C 2.34 0.46 3.74 -1.264
C 2.90 0.70 -0.53 -0.007
H -4.53 -1.05 4.74 0.328
C -2.97 3.64 -3.78 0.792
H 4.54 -3.50 4.67 0.524
H -2.43 -1.35 6.08 0.333
O -1.72 -1.22 0.90 -0.086
H 3.44 6.49 2.11 0.441
H 2.69 0.16 2.75 0.069
H -3.28 -5.74 0.63 0.374
C -0.74 2.61 0.73 -0.028
H 0.61 1.32 5.63 0.439
C -4.06 -5.05 0.32 -1.560
O -0.92 1.64 -3.84 -0.741
H -4.42 -5.35 -0.66 0.438
C -0.19 5.24 1.70 0.715
H 6.13 1.62 -0.99 0.448
H -4.97 -2.70 5.20 0.426
C 0.92 -0.02 3.99 1.421
C 1.35 6.98 2.34 -0.625
C -3.43 0.63 -4.90 -0.432
H -0.77 7.17 2.46 0.436
C 3.00 -3.76 3.20 0.461
C -0.46 -3.25 2.22 -0.388
C 5.28 -0.25 -1.62 -0.917
H 1.00 -0.33 6.11 0.314
P 0.95 -2.12 2.39 -0.727
C 4.14 -1.03 -1.68 -0.594
N -3.89 2.72 -3.48 -0.030
C 4.06 1.47 -0.49 -0.915
C -3.05 -0.43 -3.85 -0.902
Sc -0.05 -0.12 -0.28 -0.932
C -3.54 -3.63 0.26 0.969
H 6.20 -0.62 -2.06 0.444
H 4.01 2.45 -0.04 0.447
C 3.84 -2.88 4.10 -1.117
H 1.55 7.97 2.72 0.416
H 2.37 1.55 3.80 0.493
C 0.44 0.27 5.40 -1.441
C -4.59 -2.63 -0.18 -1.389
C -3.01 -2.51 4.36 0.752
H -2.80 3.13 1.03 0.614
H 3.21 -2.34 4.81 0.075
H -0.27 -3.87 1.34 0.590
C 0.88 4.39 1.35 0.807
H -5.25 1.25 -3.91 0.482
C -2.26 -2.34 5.66 -1.313
H -3.97 -0.87 -3.47 0.257
H -2.45 4.03 -1.85 0.076
P -1.95 -2.26 1.94 -0.800
H -4.89 -5.11 1.03 0.325
H -4.89 -2.82 -1.21 0.409
H -4.82 2.24 -5.28 0.388
C 1.79 -2.46 -2.02 -1.327
N -2.68 3.93 -5.04 -0.369
C -2.19 -0.01 -2.64 0.601
N -2.43 4.38 -2.79 -0.392
H -1.18 -2.48 5.52 0.196
C 2.07 -4.67 3.97 -1.179
H 4.19 -2.00 -2.16 0.494
H -0.58 -3.89 3.10 0.579
H 0.78 -2.87 -1.98 0.306
H 3.65 -4.35 2.56 0.392
O 0.88 -1.10 1.31 1.305
O 0.06 0.53 -2.17 -0.536
O 0.85 -1.49 3.81 -0.032
C 5.25 1.00 -1.03 -0.950
H -3.93 0.11 -5.71 0.414
H -2.61 -3.08 6.38 0.447
H 0.25 0.42 3.26 -0.498
C 2.42 6.13 1.99 -0.796
H -4.22 -1.61 -0.08 0.240
```

The calculation puts the LUMO energy at -5.01 eV. The net charge is +2. As for the HOMO energy: -11.85 eV. The energy relative to the best compared isomer or geometry (same formula, charge and spin) comes out at 111.8 kJ/mol.

Computed, not measured: 9 unconnected molecules or ions with the total composition C36H58N8O3 in a non-equilibrium geometry, with the ωB97M-V functional and the def2-TZVPD basis.

Geometry as XYZ:
```
105
Properties=species:S:1:pos:R:3:mulliken_charge:R:1
H -24.13 8.06 12.76 0.245
C -16.64 3.35 10.07 -0.440
H -12.58 4.64 6.20 0.253
C -27.25 9.64 12.36 0.219
H -12.32 8.25 10.17 0.250
H -16.78 -3.65 9.01 0.313
C -12.65 -4.32 13.75 -1.146
C -26.12 7.30 12.58 -0.387
H -16.30 -4.78 7.79 0.353
H -12.97 3.69 4.72 0.360
C -17.55 2.93 11.24 -0.387
C -13.69 -1.91 12.32 0.194
H -15.97 2.52 9.85 0.301
H -17.57 -3.77 7.39 0.308
C -15.75 4.56 10.40 -1.126
H -20.23 -4.30 8.47 0.298
C -11.85 2.58 6.26 -0.478
C -16.58 9.47 15.20 -0.415
H -22.67 6.40 19.41 0.323
C -20.29 7.53 7.07 -0.322
H -26.45 8.83 14.13 0.248
H -14.44 9.07 15.13 0.276
H -18.43 -6.02 7.89 0.292
H -26.70 6.82 11.79 0.315
H -21.67 5.66 15.66 0.313
H -22.41 7.10 16.21 0.322
H -16.97 2.85 12.15 0.342
H -16.44 10.55 15.20 0.295
O -9.41 7.67 8.98 -0.323
N -19.37 -2.94 11.13 -0.425
C -11.23 8.30 10.25 -0.190
C -24.84 7.87 11.95 -1.031
H -22.00 4.56 17.98 0.273
H -14.37 -4.76 12.58 0.253
H -20.69 4.42 4.98 0.387
H -15.57 -2.53 12.87 0.295
N -15.49 6.08 15.32 -0.420
H -17.81 -5.99 9.52 0.294
H -20.20 8.38 7.74 0.305
H -15.18 8.82 16.71 0.270
H -10.91 8.94 11.07 0.246
H -13.81 3.40 6.18 0.273
H -14.96 4.65 9.66 0.302
H -17.37 9.34 15.93 0.297
N -25.36 7.44 17.91 -0.427
H -23.48 4.70 17.03 0.315
C -10.46 8.63 8.97 -0.276
H -23.80 5.15 19.33 0.262
H -12.36 -5.37 13.72 0.326
H -16.22 9.38 13.13 0.284
H -17.95 1.94 11.00 0.247
H -17.30 3.55 9.22 0.334
H -18.15 7.24 7.13 0.402
O -10.78 6.97 10.52 -0.317
H -27.97 8.19 13.67 0.326
C -17.07 9.14 13.78 -1.163
H -14.68 -4.67 14.28 0.301
C -19.11 6.87 6.79 -0.218
H -16.37 5.45 10.54 0.312
H -24.49 7.12 11.25 0.290
C -14.14 -4.18 13.47 -0.330
H -9.85 3.59 5.79 0.236
C -17.18 -4.32 8.25 -1.131
C -18.22 -5.36 8.74 -0.419
C -24.48 6.81 18.31 0.259
C -20.49 5.24 5.65 -0.211
H -25.88 6.59 13.37 0.293
C -10.40 2.66 5.66 -0.348
H -18.30 5.21 5.68 0.393
C -15.33 8.69 15.64 -0.341
H -22.43 7.54 7.04 0.379
H -17.97 9.65 13.45 0.346
H -11.79 2.76 7.34 0.311
N -19.75 4.26 11.32 -0.429
N -21.66 5.95 5.91 -0.542
C -21.92 6.20 16.58 -1.119
H -20.16 -5.54 9.70 0.278
C -9.81 6.66 9.71 0.720
C -19.21 5.68 6.05 -0.430
H -9.80 1.90 6.17 0.300
H -17.25 8.08 13.59 0.342
H -20.97 6.54 16.98 0.326
C -22.70 5.27 17.54 -0.376
N -27.46 10.58 11.73 -0.423
H -15.16 4.28 11.27 0.362
C -15.42 7.21 15.46 0.230
C -19.59 -4.73 9.24 -0.376
H -9.96 9.60 9.01 0.233
N -10.32 2.35 3.00 -0.426
C -23.36 5.93 18.71 -0.469
N -13.00 -1.37 11.54 -0.442
C -26.99 8.45 13.27 -0.469
C -10.36 2.44 4.15 0.199
C -19.47 -3.72 10.29 0.218
H -12.39 -4.03 14.76 0.289
C -12.82 3.65 5.80 -1.032
C -14.57 -2.68 13.28 -0.382
H -24.93 8.80 11.39 0.372
H -10.97 8.64 8.00 0.252
O -9.24 5.57 9.68 -0.598
H -14.60 -2.16 14.23 0.284
C -18.78 3.66 11.29 0.183
H -12.31 1.60 6.29 0.353
H -12.05 -3.74 13.05 0.357
C -21.54 7.05 6.67 -0.143
```

As for the structure (SMILES): O=C1OCCO1.c1ccncc1.CCCC#N.CCCC#N.CCCC#N.CCCC#N.CCCC#N.CCCC#N.CCCC#N. The calculation puts the LUMO energy at 0.00 eV. As for the HOMO energy: -9.51 eV. The energy relative to the best compared isomer or geometry (same formula, charge and spin) comes out at 0.0 kJ/mol.

Computed, not measured: a molecular structure, C36H60BrN2O4ScSi5, with the ωB97M-V functional and the def2-TZVPD basis.

Geometry as XYZ:
```
109
Properties=species:S:1:pos:R:3:mulliken_charge:R:1
H -3.19 1.87 3.45 0.393
C 0.19 1.77 -6.60 -0.986
H 3.14 -3.95 -2.42 0.340
H 1.77 2.21 -5.23 0.436
H 3.53 0.49 0.54 0.136
H -1.53 1.19 -7.75 0.431
H 2.50 2.83 3.40 0.279
H 0.97 -1.70 3.48 0.718
C 0.80 1.74 -5.36 -0.742
H 0.51 -1.63 -4.73 0.446
N -0.84 2.65 -0.63 0.634
C -3.93 0.85 1.77 -1.175
H -1.71 -3.87 2.36 0.557
H -1.60 -3.21 -4.51 0.454
H 2.11 2.73 -2.99 0.530
C -1.53 1.05 2.32 -0.761
Sc 0.35 -0.13 -0.07 -4.404
Si 0.08 -3.08 -2.73 0.718
H -1.11 6.51 -0.70 0.465
Br -3.16 2.23 -2.11 -0.076
C 0.47 3.98 4.80 -1.163
H -2.16 -2.06 -3.29 0.179
H 1.07 4.38 3.98 0.272
H 2.89 1.20 -3.38 0.490
H 2.63 -4.76 0.57 0.344
C -2.94 1.32 2.56 -1.006
H 1.86 -3.66 1.71 0.180
C 0.65 -4.87 -3.02 -1.469
H 1.24 -5.26 -2.19 0.367
H 3.55 -3.43 1.26 0.440
C -0.91 -3.25 1.96 -0.934
H 0.12 4.83 5.40 0.390
H -4.97 1.06 2.02 0.485
O 2.34 -1.02 -0.18 0.834
H -2.92 -2.71 -1.23 0.271
C 2.14 1.67 -2.74 -1.242
H -1.56 4.42 2.17 0.006
C -1.67 -3.02 -3.43 -1.507
C -0.55 1.57 3.15 1.811
H -1.94 5.29 3.66 0.451
H -4.37 -0.31 -0.04 0.566
H -2.06 1.53 5.89 0.357
C -1.03 5.43 -0.68 -0.618
H -1.65 3.09 6.60 0.414
H -2.02 -0.82 -0.42 0.503
C -1.05 1.17 -6.77 -0.488
C -2.06 2.61 5.71 -1.412
H 4.31 -3.12 -1.39 0.447
O 1.36 1.46 0.53 0.242
C -2.73 -3.32 -0.35 -1.543
C 0.04 4.81 -0.07 -0.714
Si 1.04 0.79 3.65 0.092
C 0.88 0.37 5.49 -1.372
H 1.82 -0.05 5.87 0.390
C -1.84 3.27 -1.23 -0.231
H 0.01 -3.54 2.46 0.311
C -0.62 -5.42 -0.02 -1.294
C 3.34 -3.02 -1.88 -1.447
H 0.08 -0.36 5.65 0.298
C 2.56 -3.72 0.89 -1.101
H 0.43 -5.70 0.12 0.246
H -3.05 4.07 3.05 0.363
H 0.84 5.35 0.41 0.541
C -2.31 -0.20 0.43 -1.170
H 4.26 -0.49 -0.75 0.230
C 0.10 3.42 -0.07 0.526
H 2.46 -1.07 2.76 0.360
C 0.16 1.11 -4.28 0.689
C -1.69 0.54 -5.71 -1.289
Si 2.04 -2.68 -0.57 0.173
N -1.28 0.22 1.22 2.016
C -2.00 4.32 3.17 -0.845
H 4.12 -1.15 0.89 0.373
H -3.19 -4.30 -0.53 0.425
H 0.64 1.25 6.09 0.301
C 2.65 1.76 3.49 -1.106
C 1.33 2.76 0.53 -0.265
H 0.94 -1.04 1.88 -0.299
Si -1.03 3.05 4.18 0.531
H -2.30 -3.79 -3.00 0.454
H 3.21 1.45 2.60 0.198
C 0.26 -2.53 -0.95 2.171
H -2.84 5.08 -1.80 0.495
H 3.42 -2.22 -2.61 0.304
H -1.54 0.00 -3.64 0.469
H -0.20 -5.54 -3.14 0.398
H -3.11 2.93 5.62 0.417
H -3.26 -2.86 0.48 0.468
O 0.24 0.46 -2.04 0.542
C -1.08 0.51 -4.47 0.678
C 1.13 -2.05 -3.94 -0.767
H -0.95 -5.83 -0.97 0.363
C -1.99 4.65 -1.29 -0.806
H 1.88 -2.68 -4.42 0.625
H -1.20 -5.92 0.77 0.423
H 2.44 1.55 -1.70 -0.239
O 2.23 3.48 0.90 -0.741
C 1.38 -0.91 2.86 -0.081
H 1.12 3.37 5.43 0.343
H -2.65 0.07 -5.85 0.458
H 1.25 -4.94 -3.93 0.470
C 0.81 1.04 -2.96 0.684
C -3.62 0.06 0.63 -0.435
H 0.68 2.25 -7.43 0.430
H 3.27 1.57 4.37 0.490
H -1.13 -2.21 2.23 0.051
H 1.66 -1.23 -3.46 -0.385
C 3.64 -0.51 0.14 -1.168
Si -0.90 -3.56 0.10 0.895
```

The calculation puts the LUMO energy at -1.14 eV. As for the HOMO energy: -6.36 eV. The energy relative to the best compared isomer or geometry (same formula, charge and spin) comes out at 47.6 kJ/mol.

Computed, not measured: 3 unconnected molecules or ions with the total composition C36H60ClN2O5P in a non-equilibrium geometry, with the ωB97M-V functional and the def2-TZVPD basis.

Geometry as XYZ:
```
105
Properties=species:S:1:pos:R:3:mulliken_charge:R:1
C 2.62 -1.56 -3.60 -0.087
C -2.28 -4.74 -3.14 -1.254
H -2.19 4.25 3.47 0.159
H -1.19 0.10 7.69 0.440
N -0.47 -3.92 -1.62 0.317
P 3.05 7.00 -2.64 0.184
O 4.01 6.95 -1.32 -0.455
C 1.40 3.11 -2.50 0.542
H 1.54 3.90 3.45 0.444
H 0.12 0.85 -0.62 -0.471
O 0.52 5.31 -2.56 -0.582
C -1.60 -4.29 0.58 -1.752
H -0.95 -1.24 -0.84 0.341
N -1.81 2.99 5.98 0.324
H 4.80 4.74 -3.58 0.468
H 1.42 1.96 -0.22 0.440
C -2.56 2.22 8.25 -1.962
C 0.14 2.62 -1.84 -1.812
H 4.00 -3.17 -3.15 0.305
C 3.76 -2.53 -3.99 -0.794
H 4.67 -1.95 -4.20 0.292
C -0.95 0.90 6.99 -1.927
H -2.58 1.35 8.90 0.446
C -4.52 1.88 5.85 -0.450
C -0.97 -2.03 -0.09 -2.412
H 2.61 -4.02 -5.00 -0.256
H -0.10 1.45 7.38 0.449
H -3.55 -2.85 -0.54 0.480
H -3.54 2.68 8.32 0.393
Cl 4.36 7.38 -4.23 -0.278
H -1.04 -3.90 1.44 0.467
C 3.46 -3.36 -5.23 0.146
H -3.59 -5.14 -1.45 0.279
H -3.10 4.49 7.62 0.345
C -2.93 3.86 5.50 1.912
C 0.11 -5.29 -3.60 -2.105
O 0.00 -2.95 -2.36 -0.483
H 3.20 -2.74 -6.08 0.370
H -1.12 -7.20 -2.43 0.463
C 2.39 2.30 -2.95 0.537
H 4.15 -0.01 -3.37 0.505
H -0.11 -6.54 -1.14 0.405
H -5.00 2.28 6.76 0.271
C -0.46 2.50 0.68 -0.460
H 6.61 -4.19 -6.49 0.381
C 4.63 -4.28 -5.59 -0.646
C -2.17 1.80 6.82 1.820
H -1.82 2.92 8.67 0.405
C -3.42 4.79 6.63 -1.706
H -3.03 5.80 6.50 0.467
H -1.88 -6.42 -1.07 0.425
C -3.33 -4.31 -2.12 -0.528
H -1.58 5.36 4.71 0.487
H -2.75 -2.26 -1.98 0.344
H 1.22 0.49 -2.83 0.205
H 4.92 -4.80 -4.67 0.308
C 1.12 3.37 2.62 0.037
H -2.17 -3.95 -3.89 0.335
H 0.18 -4.46 -4.30 0.344
H -1.13 3.30 0.36 0.348
O -1.10 2.60 4.96 -0.514
H 1.82 -1.68 -4.33 0.281
H -2.62 -5.63 -3.68 0.424
H -2.98 0.49 5.31 0.367
C 2.83 5.19 -2.92 -0.103
C -3.32 1.01 6.21 -1.236
C 5.87 -3.51 -6.07 -1.209
H 6.36 -3.01 -5.24 0.299
C 3.56 2.93 -3.61 -0.271
H 0.03 -2.12 0.34 0.569
H -0.41 2.01 -2.56 0.535
H -4.51 4.86 6.65 0.309
H 5.62 -2.74 -6.80 0.288
C 2.27 0.81 -2.76 -0.147
H -1.02 1.70 1.16 0.306
H -5.28 1.28 5.35 0.398
O 4.32 2.36 -4.36 -0.565
H -0.65 0.43 6.05 0.358
H 2.23 -1.82 -2.62 0.165
C 0.42 3.02 1.72 -0.760
H 1.10 -5.46 -3.17 0.501
C -1.01 -6.37 -1.73 -2.072
H -0.49 3.49 -1.66 0.556
H 4.36 -5.00 -6.36 0.407
H 4.29 6.05 -1.12 0.379
C -1.46 -3.36 -0.65 2.268
H -3.78 2.59 3.98 0.296
H -4.93 3.68 4.73 0.431
H -3.25 5.49 4.14 0.440
H -1.65 -1.71 0.71 0.485
C -2.82 -3.12 -1.31 -1.506
C 0.37 1.91 -0.48 0.385
C 3.10 -0.11 -3.66 -1.075
C -2.45 4.79 4.39 -1.721
H -3.63 0.23 6.91 0.392
H 2.56 0.60 -1.72 0.355
H -4.25 -4.04 -2.63 0.406
C -0.92 -5.04 -2.51 2.030
H 3.06 0.23 -4.70 0.259
H -1.19 -5.29 0.43 0.364
H -2.64 -4.40 0.89 0.337
C -4.08 3.02 4.94 -1.410
C 3.80 4.38 -3.35 0.180
C 1.49 4.59 -2.65 0.155
H -0.17 -6.17 -4.17 0.451
```

The calculation puts the LUMO energy (spin up / spin down) at -1.36 / -1.36 eV. As for the HOMO energy (spin up / spin down): -8.55 / -9.25 eV. The multiplicity is 3. Its expectation value of S² is 2.008.